# C20H22ClLuNOP

A molecular structure, C20H22ClLuNOP in a non-equilibrium geometry (the ωB97M-V functional and the def2-TZVPD basis, OMol25).

XYZ file:
```
47
C20H22ClLuNOP (the ωB97M-V functional and the def2-TZVPD basis)
Lu 1.106 -0.906 2.355
Cl 3.278 -0.025 2.245
P 0.197 -0.156 -0.282
C -0.510 1.385 -0.992
C -1.728 1.425 -1.702
C -2.193 2.618 -2.263
C -1.487 3.808 -2.054
C -0.341 3.809 -1.247
C 0.134 2.610 -0.717
C 1.785 -0.385 -1.212
C 2.472 -1.597 -1.013
C 3.782 -1.748 -1.471
C 4.395 -0.714 -2.187
C 3.702 0.480 -2.437
C 2.396 0.638 -1.955
C -0.821 -1.469 -1.081
C -1.479 -2.425 -0.288
C -2.224 -3.443 -0.885
C -2.351 -3.492 -2.279
C -1.692 -2.553 -3.085
C -0.917 -1.550 -2.483
H 1.979 -2.425 -0.491
H 4.310 -2.689 -1.284
H 5.422 -0.833 -2.536
H 4.177 1.283 -3.007
H 1.851 1.553 -2.180
H -2.304 0.514 -1.869
H -3.099 2.625 -2.876
H -1.855 4.747 -2.465
H 0.201 4.738 -1.057
H 1.046 2.606 -0.114
H -1.411 -2.347 0.803
H -2.711 -4.185 -0.246
H -2.947 -4.289 -2.724
H -1.803 -2.600 -4.172
H -0.411 -0.827 -3.126
H -1.047 0.611 2.082
H -1.447 -0.001 1.970
C -1.704 1.056 4.879
C -0.442 0.320 5.058
N 0.063 0.135 6.278
O 0.249 -0.185 4.078
H -2.154 1.280 5.869
H -2.412 0.449 4.294
H -1.529 2.010 4.352
H 0.931 -0.342 6.414
H -0.456 0.491 7.103
```

Calculated values
E_HOMO (Ha): -0.52350
Net charge: +2
Spin multiplicity: 1
Kohn-Sham gap (eV): 6.50

***

# C20H22CoN2

A molecular structure, C20H22CoN2 in a non-equilibrium geometry (the ωB97M-V functional and the def2-TZVPD basis, OMol25).

XYZ file:
```
45
C20H22CoN2 (the ωB97M-V functional and the def2-TZVPD basis)
C 0.043 -1.100 -3.491
C 0.174 2.015 -2.222
C -1.203 -0.726 -3.860
H 0.351 -2.163 -3.469
C -1.137 2.000 -1.935
H 0.835 2.581 -1.525
H -1.896 -1.553 -4.042
H -1.469 2.547 -1.024
C -1.856 0.615 -4.020
H -2.815 0.414 -4.539
H -1.274 1.328 -4.623
C 1.151 -0.188 -3.070
H 2.102 -0.504 -3.568
H 1.351 -0.318 -1.981
C 0.960 1.327 -3.327
H 0.498 1.452 -4.315
H 1.966 1.804 -3.330
C -2.232 1.285 -2.687
H -3.025 2.052 -2.873
H -2.681 0.532 -2.014
Co 0.142 -2.114 0.752
H 0.104 -0.901 1.505
C -1.986 2.545 3.587
C -2.243 1.973 2.322
C -1.822 0.668 2.027
C -1.148 -0.053 3.022
C -0.873 0.476 4.289
C -1.286 1.789 4.556
N -0.478 -1.234 2.656
N 0.288 -1.731 3.622
C 1.383 -2.367 3.130
C 2.165 -3.279 3.915
C 3.335 -3.813 3.375
C 3.879 -3.284 2.186
C 3.136 -2.345 1.413
C 1.828 -2.075 1.811
H -2.352 3.559 3.817
H -2.796 2.552 1.569
H -1.913 0.243 1.020
H -0.294 -0.099 5.020
H -1.070 2.222 5.535
H 1.771 -3.661 4.859
H 3.895 -4.607 3.873
H 4.899 -3.546 1.870
H 3.555 -1.898 0.495
```

Calculated values
ΔE to the lowest compared entry with this formula, charge and spin (kJ/mol): 0.0
E_HOMO (alpha / beta) (Ha): -0.25134 / -0.28211
Spin multiplicity: 4
Kohn-Sham gap (alpha / beta) (eV): 6.08 / 6.56

***

# C20H22F5NO5PRuSe

A molecular structure, C20H22F5NO5PRuSe (the ωB97M-V functional and the def2-TZVPD basis, OMol25).

XYZ file:
```
56
C20H22F5NO5PRuSe (the ωB97M-V functional and the def2-TZVPD basis)
Ru 0.536 -0.410 -0.465
C -1.680 -2.569 1.208
P 0.091 -2.344 0.920
C 0.799 -3.933 0.415
C 0.754 -2.085 2.583
H -1.827 -3.406 1.893
H -2.220 -2.756 0.287
H -2.064 -1.657 1.663
H 0.771 -4.610 1.269
H 1.835 -3.806 0.103
H 0.231 -4.369 -0.402
H 0.554 -2.981 3.172
H 0.268 -1.232 3.051
H 1.826 -1.898 2.550
F -0.356 -6.686 -4.884
C -0.249 -5.471 -4.388
C 0.589 -4.548 -4.991
F 1.283 -4.893 -6.063
C 0.695 -3.275 -4.462
F 1.512 -2.422 -5.066
C -0.016 -2.897 -3.321
Se 0.136 -1.103 -2.773
C -0.857 -3.846 -2.751
F -1.609 -3.531 -1.690
C -0.981 -5.119 -3.262
F -1.794 -6.000 -2.697
C -1.276 2.207 -2.128
C 0.212 2.413 -1.921
C 0.485 3.536 -0.929
C 0.960 2.635 -3.223
O 0.778 1.206 -1.322
H -1.738 3.160 -2.384
H -1.740 1.837 -1.213
H -1.476 1.508 -2.942
H 0.287 4.494 -1.411
H 1.526 3.521 -0.607
H -0.159 3.452 -0.053
H 0.558 3.523 -3.712
H 0.841 1.789 -3.900
H 2.023 2.791 -3.038
O 1.196 0.518 1.267
C 0.073 1.073 1.581
O -0.962 0.702 0.978
C 0.051 2.122 2.620
C -1.153 2.752 2.922
C -1.183 3.756 3.875
C 0.002 4.090 4.501
C 1.209 3.479 4.226
C 1.230 2.482 3.265
N -0.020 5.169 5.526
O 1.001 5.358 6.148
O -1.060 5.771 5.671
H -2.056 2.453 2.407
H -2.093 4.275 4.133
H 2.099 3.787 4.753
H 2.156 1.986 3.011
```

Calculated values
ΔE to the lowest compared entry with this formula, charge and spin (kJ/mol): 45.8
E_HOMO (alpha / beta) (Ha): -0.45905 / -0.46755
Net charge: +1
Spin multiplicity: 5
Kohn-Sham gap (alpha / beta) (eV): 8.72 / 6.43

***

# C20H22MgN4S2Se

A molecular structure, C20H22MgN4S2Se (the ωB97M-V functional and the def2-TZVPD basis, OMol25).

XYZ file:
```
50
C20H22MgN4S2Se (the ωB97M-V functional and the def2-TZVPD basis)
Mg -0.670 -1.368 -0.162
S -5.290 -1.293 0.437
C -3.696 -1.557 0.402
N -2.532 -1.753 0.381
S 1.954 -1.125 0.381
C 1.852 -0.313 1.888
N 0.883 0.594 2.145
C 0.737 1.263 3.310
C 1.603 1.063 4.337
C 2.643 0.140 4.132
C 2.764 -0.533 2.946
H 0.191 0.802 1.385
H -0.102 1.943 3.349
H 1.489 1.601 5.267
H 3.350 -0.052 4.931
H 3.550 -1.255 2.779
N -0.074 -7.523 1.326
C -0.144 -6.194 1.013
C 0.463 -5.687 -0.140
C 0.383 -4.340 -0.393
N -0.259 -3.463 0.396
C -0.839 -3.958 1.501
C -0.796 -5.285 1.851
H 0.214 -8.174 0.619
H -0.682 -7.886 2.038
H 0.994 -6.339 -0.823
H 0.874 -3.935 -1.272
H -1.380 -3.252 2.116
H -1.283 -5.618 2.759
C 0.368 5.749 -4.094
C 0.029 4.586 -3.195
C -1.198 3.945 -3.277
C -1.542 2.885 -2.435
C -2.892 2.229 -2.586
C -0.618 2.469 -1.469
Se -1.208 1.163 -0.200
C 0.646 3.070 -1.396
C 1.699 2.607 -0.424
C 0.944 4.123 -2.256
H -0.422 5.927 -4.824
H 1.298 5.572 -4.640
H 0.500 6.667 -3.515
H -1.919 4.272 -4.022
H -3.377 2.564 -3.504
H -3.546 2.459 -1.742
H -2.802 1.144 -2.612
H 1.731 1.519 -0.365
H 1.500 2.990 0.582
H 2.683 2.967 -0.728
H 1.927 4.586 -2.197
```

Calculated values
E_HOMO (Ha): -0.26692
Spin multiplicity: 1
Kohn-Sham gap (eV): 7.09